(1)
ORCA calculation (ωB97M-V/def2-TZVPD) on a 9-piece molecular cluster, H17O9 overall.

The geometry in ORCA input format:
```
! wB97M-V def2-TZVPD RIJCOSX def2/J DEFGRID3
* xyz -1 1
O -3.31 1.44 -0.76
H 0.59 1.58 2.74
H -1.02 -1.71 -2.03
O 0.16 -3.69 1.00
H 0.42 -3.11 0.15
O 2.73 -1.34 0.74
H 2.07 -1.86 0.21
H 2.18 -0.70 1.13
O 0.41 -1.50 -0.26
H 0.34 2.97 -0.71
H -2.09 -0.71 1.25
O -1.75 -2.03 -2.53
H -3.32 0.59 -1.07
H 0.07 -1.26 -1.10
O 1.01 3.11 -0.06
H -0.51 -0.57 0.68
H 0.75 2.91 0.88
O 0.01 2.37 2.86
H -0.64 2.24 2.12
H 0.57 -3.24 1.86
O 2.66 2.24 -2.21
H 2.54 1.17 -2.12
H 2.05 2.43 -1.57
O -1.48 0.01 0.94
H -1.96 -2.74 -1.96
H -2.48 1.41 -0.16
*
```

Kohn-Sham gap	9.1	eV
HOMO energy	-6.170	eV

(2)
ORCA calculation (ωB97M-V/def2-TZVPD) on a 9-piece molecular cluster, H17O9 overall.

The geometry in ORCA input format:
```
! wB97M-V def2-TZVPD RIJCOSX def2/J DEFGRID3
* xyz -1 1
O 0.01 0.06 0.03
H 0.28 0.89 -0.37
O 1.21 -0.85 -2.30
H 0.90 -0.59 -1.43
H 1.13 -1.78 -2.38
O 2.29 -1.12 0.46
H 1.50 -0.55 0.56
H 2.63 -1.28 1.36
O 1.05 1.40 2.00
H 0.59 0.88 1.23
H 1.90 1.62 1.58
O 1.13 2.46 -1.27
H 0.42 2.73 -0.63
H 1.92 2.45 -0.74
O -2.51 1.24 1.19
H -3.18 0.58 1.19
H -1.81 0.84 0.66
O -0.56 -1.35 2.20
H -1.18 -2.06 1.99
H -0.44 -0.76 1.40
O -1.83 0.28 -1.92
H -1.83 1.21 -2.11
H -1.22 0.27 -1.19
O -1.19 -2.31 -0.58
H -0.36 -2.83 -0.49
H -0.86 -1.45 -0.45
*
```

Kohn-Sham gap	10.1	eV
HOMO energy	-6.900	eV

The structure with the least stability is (1).

(1)
ORCA calculation (ωB97M-V/def2-TZVPD) on C19H31N3O4 in the gas phase.

The geometry in ORCA input format:
```
! wB97M-V def2-TZVPD RIJCOSX def2/J DEFGRID3
* xyz 0 1
C -2.25 -4.36 -2.57
C -1.23 -4.95 -1.94
C 0.01 -5.41 -2.66
C -1.24 -5.16 -0.46
C -0.33 -4.21 0.32
O 0.19 -4.54 1.37
N -0.20 -2.98 -0.23
C 0.63 -1.94 0.36
C 1.52 -1.27 -0.71
C 0.84 -0.09 -1.41
C -0.50 -0.42 -2.07
C -1.54 -0.25 -0.94
C -0.72 0.23 0.28
C -0.19 -0.90 1.17
C -1.28 -1.55 2.01
N 0.44 0.85 -0.36
C 1.15 1.96 -0.09
O 2.26 2.13 -0.60
C 0.55 3.03 0.85
C -0.80 3.49 0.30
C 0.44 2.52 2.30
N 1.52 4.11 0.83
C 1.31 5.31 1.41
O 0.37 5.61 2.11
O 2.31 6.16 1.09
C 2.19 7.46 1.68
H -3.13 -4.05 -2.03
H -2.23 -4.19 -3.64
H 0.12 -6.49 -2.56
H -0.03 -5.17 -3.72
H 0.90 -4.95 -2.22
H -2.24 -5.04 -0.05
H -0.90 -6.17 -0.20
H -0.67 -2.83 -1.10
H 1.27 -2.47 1.06
H 2.42 -0.87 -0.23
H 1.85 -2.03 -1.43
H 1.54 0.40 -2.09
H -0.70 0.30 -2.86
H -0.51 -1.41 -2.53
H -2.27 0.51 -1.21
H -2.10 -1.15 -0.71
H -1.29 0.94 0.87
H 0.53 -0.42 1.85
H -2.07 -1.98 1.39
H -0.87 -2.36 2.61
H -1.73 -0.82 2.68
H -1.52 2.66 0.27
H -1.21 4.28 0.93
H -0.69 3.87 -0.72
H -0.43 1.90 2.47
H 1.34 1.96 2.57
H 0.37 3.38 2.95
H 2.28 3.99 0.18
H 3.05 8.02 1.33
H 1.26 7.94 1.36
H 2.19 7.39 2.76
*
```

Kohn-Sham gap	9.8	eV
SMILES	C=C(C)CC(=O)N[C@H]1C[C@H]2CC[C@@H]([C@H]1C)N2C(=O)C(C)(C)NC(=O)OC
HOMO energy	-9.303	eV

(2)
ORCA calculation (ωB97M-V/def2-TZVPD) on C19H31N3O4 in the gas phase.

The geometry in ORCA input format:
```
! wB97M-V def2-TZVPD RIJCOSX def2/J DEFGRID3
* xyz 0 1
C -2.44 3.65 2.89
C -2.85 3.79 1.63
C -2.12 4.63 0.63
C -4.06 3.07 1.11
C -3.71 1.89 0.19
O -4.40 1.61 -0.78
N -2.61 1.20 0.56
C -2.14 0.03 -0.17
C -1.18 0.43 -1.31
C 0.26 0.56 -0.84
C 0.46 1.54 0.34
C 0.29 0.66 1.60
C -0.03 -0.74 1.04
C -1.51 -1.02 0.76
C -2.31 -1.24 2.03
N 0.67 -0.73 -0.26
C 1.96 -1.21 -0.28
O 2.51 -1.62 0.72
C 2.72 -1.23 -1.63
C 1.82 -1.36 -2.87
C 3.59 0.03 -1.72
N 3.65 -2.36 -1.59
C 3.16 -3.61 -1.29
O 2.00 -3.94 -1.34
O 4.17 -4.43 -0.94
C 3.76 -5.75 -0.60
H -3.00 3.05 3.60
H -1.56 4.16 3.25
H -2.76 5.45 0.29
H -1.20 5.05 1.04
H -1.87 4.05 -0.26
H -4.67 2.67 1.93
H -4.69 3.73 0.52
H -2.10 1.54 1.36
H -3.04 -0.39 -0.62
H -1.21 -0.35 -2.08
H -1.53 1.35 -1.76
H 0.89 0.83 -1.68
H 1.46 1.96 0.31
H -0.24 2.37 0.30
H 1.22 0.61 2.16
H -0.47 1.02 2.30
H 0.38 -1.53 1.66
H -1.51 -1.95 0.19
H -2.26 -0.38 2.71
H -3.36 -1.42 1.81
H -1.93 -2.11 2.58
H 1.32 -0.42 -3.11
H 2.44 -1.63 -3.72
H 1.07 -2.13 -2.72
H 2.98 0.93 -1.75
H 4.24 0.09 -0.85
H 4.19 -0.01 -2.62
H 4.54 -2.17 -1.18
H 4.67 -6.28 -0.33
H 3.07 -5.73 0.24
H 3.28 -6.23 -1.45
*
```

Kohn-Sham gap	10.0	eV
SMILES	C=C(C)CC(=O)N[C@H]1C[C@H]2CC[C@@H]([C@H]1C)N2C(=O)C(C)(C)NC(=O)OC
HOMO energy	-9.337	eV

The structure with the least stability is (2).

(1)
ORCA calculation (ωB97M-V/def2-TZVPD) on C2H3N3OS in the gas phase.

The geometry in ORCA input format:
```
! wB97M-V def2-TZVPD RIJCOSX def2/J DEFGRID3
* xyz 0 1
O -0.56 1.95 -0.01
C -0.29 0.59 0.13
N -1.25 -0.28 -0.02
N -0.82 -1.59 -0.02
N 0.43 -1.56 0.06
C 0.82 -0.24 0.21
S 2.55 0.22 -0.02
H -1.47 2.06 0.12
H -2.28 -0.09 -0.26
H 2.87 -1.05 -0.18
*
```

Kohn-Sham gap	8.6	eV
SMILES	Oc1[nH]nnc1S
HOMO energy	-8.426	eV

(2)
ORCA calculation (ωB97M-V/def2-TZVPD) on C2H3N3OS in the gas phase.

The geometry in ORCA input format:
```
! wB97M-V def2-TZVPD RIJCOSX def2/J DEFGRID3
* xyz 0 1
C -1.06 -1.18 -0.47
C 0.30 0.32 1.14
N -1.74 -0.16 -0.42
N -2.21 0.84 -0.17
N 1.08 1.17 0.63
O 1.49 -0.82 -0.69
S 0.54 -1.36 0.27
H -1.25 -1.86 -1.30
H 0.98 2.16 0.96
H 1.87 0.88 0.05
*
```

Kohn-Sham gap	8.6	eV
HOMO energy	-8.395	eV

The structure with the least stability is (2).

(1)
ORCA calculation (ωB97M-V/def2-TZVPD) on an isolated ion of composition C4H3ClNS and charge -1.

The geometry in ORCA input format:
```
! wB97M-V def2-TZVPD RIJCOSX def2/J DEFGRID3
* xyz -1 1
S -2.23 1.95 -0.36
C -1.29 0.83 0.73
N 0.18 1.29 0.57
C 0.67 0.42 -0.23
C -0.16 -0.66 -0.63
C -1.32 -0.46 0.00
Cl -2.68 -1.52 0.17
H -1.52 0.92 1.71
H 1.71 0.43 -0.55
H 0.22 -1.45 -1.43
*
```

Kohn-Sham gap	6.2	eV
SMILES	[S-][C@@H]1N=CC=C1Cl
HOMO energy	-2.704	eV

(2)
ORCA calculation (ωB97M-V/def2-TZVPD) on C4H3ClNS as an isolated structure.

The geometry in ORCA input format:
```
! wB97M-V def2-TZVPD RIJCOSX def2/J DEFGRID3
* xyz -1 1
C 0.64 -0.60 -0.81
C 1.56 0.16 0.09
C -0.64 -0.19 -0.58
C -1.71 0.24 -0.04
N 1.28 1.00 0.94
S -2.79 1.34 0.37
Cl -2.39 -1.82 0.64
H 1.18 -1.15 -1.69
H 2.55 -0.21 0.15
H 0.32 1.22 0.94
*
```

Kohn-Sham gap	7.0	eV
HOMO energy	-4.025	eV

The structure with the least stability is (2).

(1)
ORCA calculation (ωB97M-V/def2-TZVPD) on a 2-piece molecular cluster, C4H9Cl2N overall.

The geometry in ORCA input format:
```
! wB97M-V def2-TZVPD RIJCOSX def2/J DEFGRID3
* xyz 0 1
C 1.59 1.60 -0.66
C 1.64 0.17 -0.13
C 0.82 -0.02 1.17
C -1.68 -1.07 -0.17
N -2.95 -0.83 0.35
Cl -1.00 -2.72 0.17
Cl -1.61 -0.76 -1.81
H 2.48 1.77 -1.23
H 0.62 1.88 -1.18
H 1.69 2.32 0.22
H 2.66 0.05 0.25
H 1.19 -0.53 -0.90
H 0.64 -0.90 1.69
H 0.92 0.86 1.77
H -3.54 -1.54 0.76
H -3.47 -0.29 -0.30
*
```

Kohn-Sham gap (spin up / spin down)	7.8 / 8.8	eV
HOMO energy (spin up / spin down)	-7.970 / -8.034	eV

(2)
ORCA calculation (ωB97M-V/def2-TZVPD) on a 2-piece molecular cluster, C4H9Cl2N overall.

The geometry in ORCA input format:
```
! wB97M-V def2-TZVPD RIJCOSX def2/J DEFGRID3
* xyz 0 1
C 2.00 0.13 -0.42
C 0.95 -0.97 -0.59
C -0.30 -0.48 -1.20
C -1.54 0.86 0.62
N -1.38 0.04 1.72
Cl -3.19 1.04 -0.01
Cl -0.72 2.37 0.76
H 2.08 0.72 -1.33
H 1.72 0.79 0.39
H 2.98 -0.30 -0.21
H 0.74 -1.44 0.37
H 1.36 -1.75 -1.25
H -0.26 0.37 -1.86
H -1.12 -1.16 -1.34
H -2.03 -0.73 1.75
H -1.27 0.50 2.62
*
```

Kohn-Sham gap (spin up / spin down)	8.0 / 8.4	eV
HOMO energy (spin up / spin down)	-7.791 / -7.745	eV

The structure with the least stability is (1).

(1)
ORCA calculation (ωB97M-V/def2-TZVPD) on a 2-piece molecular cluster, C2H8S2 overall.

The geometry in ORCA input format:
```
! wB97M-V def2-TZVPD RIJCOSX def2/J DEFGRID3
* xyz 0 1
C 0.29 2.34 0.34
S 1.54 1.53 1.33
H 0.37 3.27 0.82
H 0.57 2.47 -0.72
H -0.62 1.75 0.23
H 2.43 1.43 0.21
C -0.73 -2.63 -0.06
S -1.64 -1.44 -1.15
H 0.22 -2.85 -0.52
H -0.42 -1.99 0.76
H -1.36 -3.44 0.04
H -0.66 -0.45 -1.28
*
```

Kohn-Sham gap	9.6	eV
SMILES	CS.CS
HOMO energy	-8.986	eV

(2)
ORCA calculation (ωB97M-V/def2-TZVPD) on a 2-piece molecular cluster, C2H8S2 overall.

The geometry in ORCA input format:
```
! wB97M-V def2-TZVPD RIJCOSX def2/J DEFGRID3
* xyz 0 1
C 4.60 2.53 0.11
S 4.38 3.29 1.77
H 4.40 1.45 0.09
H 5.64 2.70 -0.22
H 3.92 3.03 -0.60
H 3.11 2.85 1.67
C -4.51 -2.84 -0.04
S -3.21 -2.65 -1.33
H -5.49 -2.86 -0.56
H -4.49 -1.96 0.62
H -4.43 -3.75 0.58
H -3.91 -1.78 -2.09
*
```

Kohn-Sham gap	10.0	eV
SMILES	CS.CS
HOMO energy	-9.071	eV

(3)
ORCA calculation (ωB97M-V/def2-TZVPD) on a 2-piece molecular cluster, C2H8S2 overall.

The geometry in ORCA input format:
```
! wB97M-V def2-TZVPD RIJCOSX def2/J DEFGRID3
* xyz 0 1
C 2.37 -4.00 0.65
S 1.97 -3.20 2.26
S 0.22 -4.21 2.73
H 1.52 -3.81 0.07
H 2.63 -5.08 0.64
H 3.31 -3.49 0.19
H -0.47 -3.08 2.38
C -2.31 5.39 -1.80
H -2.66 5.70 -2.70
H -2.50 6.07 -0.91
H -1.23 5.33 -1.93
H -2.85 4.39 -1.57
*
```

Kohn-Sham gap	9.5	eV
SMILES	CSS.C
HOMO energy	-8.936	eV

The structure with the least stability is (1).